1.
{
  "formula": "C32H40BrCl2IMnO7Si",
  "method": "wB97M-V/def2-TZVPD",
  "symbols": ["I", "Br", "Mn", "Cl", "Cl", "Si", "O", "O", "O", "O", "O", "O", "O", "C", "C", "C", "C", "C", "C", "C", "C", "C", "C", "C", "C", "C", "C", "C", "C", "C", "C", "C", "C", "C", "C", "C", "C", "C", "C", "C", "C", "C", "C", "C", "C", "H", "H", "H", "H", "H", "H", "H", "H", "H", "H", "H", "H", "H", "H", "H", "H", "H", "H", "H", "H", "H", "H", "H", "H", "H", "H", "H", "H", "H", "H", "H", "H", "H", "H", "H", "H", "H", "H", "H", "H"],
  "coordinates": [[2.5072, -0.7415, 3.0513], [3.2334, 0.7982, 6.2082], [0.6971, 0.6958, 1.7854], [-0.5522, -3.9592, 1.7514], [-2.9377, -2.5396, 0.8189], [-0.3298, -0.6372, -3.1067], [-0.7952, -0.4568, 2.7949], [2.3308, 0.4867, -1.0451], [-1.0980, 1.7515, 1.1651], [3.1275, 2.0896, 1.6291], [1.2794, 2.3088, -0.0612], [0.6497, 2.6807, 2.6516], [-0.0547, -1.0451, 0.8055], [1.3192, -0.9568, 7.2940], [0.4036, -1.9943, 7.2970], [-0.5529, 2.6118, 3.4012], [-2.5448, 0.0879, -1.5841], [1.9418, -0.5881, 6.1080], [-0.2510, -1.0508, -5.9154], [-0.7532, -1.2527, 1.8186], [0.7162, -4.4552, -1.8364], [0.5060, -0.3279, -4.7951], [-3.7814, 0.6334, -1.2765], [-2.8298, 0.7088, -3.8791], [-1.6115, -3.1182, -2.5173], [-1.6718, -4.4291, -2.0687], [0.1218, -2.6690, 6.1175], [-0.3903, -2.4462, -2.6268], [0.5617, 1.1772, -5.0748], [1.8141, 3.1369, 3.3263], [2.4419, 1.8325, -0.6946], [3.5800, 2.1469, 0.2975], [-1.5812, -2.5327, 1.9625], [2.8829, 3.3269, 2.2698], [-1.6640, 2.2348, 2.3869], [-0.5084, -5.0996, -1.7221], [1.9392, -0.8702, -4.7316], [0.7715, -3.1416, -2.2749], [-4.5451, 1.2308, -2.2720], [-4.0647, 1.2672, -3.5735], [0.7441, -2.2931, 4.9404], [0.0774, 2.3138, -0.8175], [1.6518, -1.2389, 4.9176], [-2.0433, 0.1048, -2.8939], [-1.0013, 2.7425, 0.1403], [4.3615, 1.3962, 0.1699], [-5.5099, 1.6622, -2.0367], [1.7320, -2.6402, -2.3177], [-2.4863, 0.7416, -4.9055], [2.6182, 2.3693, -1.6337], [-2.2686, 1.4299, 2.7948], [2.4757, -0.6085, -5.6505], [-0.0777, -2.2800, 8.2228], [-1.2576, -0.6525, -6.0552], [-0.5562, -6.1117, -1.3404], [-2.6327, -4.9182, -1.9670], [1.9484, -1.9584, -4.6443], [-4.1459, 0.5909, -0.2567], [-0.7366, 3.7092, 0.5777], [-2.0007, -2.5731, 2.9607], [-4.6561, 1.7254, -4.3566], [-0.4634, 1.8528, 4.1835], [-0.7581, 3.5859, 3.8604], [4.0045, 3.1290, 0.0652], [1.0543, 1.3620, -6.0359], [-1.9618, 2.8206, -0.3780], [0.5293, -2.8222, 4.0217], [2.4909, -0.4549, -3.8845], [1.1344, 1.6988, -4.3030], [2.0124, -0.0026, -0.2577], [0.1491, 3.0230, -1.6501], [-1.9537, -0.3632, -0.7933], [1.6131, 4.1017, 3.8069], [2.5270, 4.0654, 1.5446], [-0.5821, -3.4911, 6.1111], [1.6272, -4.9673, -1.5524], [-2.3070, 3.0900, 2.1698], [0.2854, -0.9356, -6.8650], [2.1210, 2.4128, 4.0838], [1.5645, -0.4328, 8.2074], [3.8008, 3.6988, 2.7399], [-0.1292, 1.3174, -1.2147], [-0.3390, -2.1199, -5.7108], [-2.5327, -2.6035, -2.7654], [-0.4308, 1.6287, -5.1170]],
  "mulliken_spin": [0.00, 0.00, -0.03, 0.00, 0.00, 0.03, 0.00, 0.03, 0.00, 0.00, -0.01, 0.00, -0.04, 0.00, 0.00, 0.00, 0.07, 0.00, 0.05, 0.00, -0.01, 0.22, -0.01, 0.03, 0.05, -0.01, 0.00, 0.16, 0.05, 0.00, 0.02, 0.00, 0.00, 0.00, 0.00, 0.03, 0.02, -0.01, 0.03, -0.02, 0.00, -0.10, 0.00, 0.15, 0.02, 0.00, 0.00, 0.00, 0.01, -0.01, 0.00, 0.00, 0.00, -0.01, 0.00, 0.00, 0.00, 0.00, 0.00, 0.00, 0.00, 0.00, 0.00, 0.00, 0.00, 0.00, 0.00, -0.01, 0.00, -0.01, -0.02, 0.03, 0.00, 0.00, 0.00, 0.00, 0.00, 0.01, 0.00, 0.00, 0.00, 0.27, 0.00, 0.01, 0.00],
  "multiplicity": 2,
  "s_squared": 0.75,
  "lumo_ev": [0.444, 0.005]
}



2.
{
  "formula": "C32H40Cl2CuNO3SSi",
  "method": "wB97M-V/def2-TZVPD",
  "symbols": ["Cu", "Cl", "Cl", "S", "Si", "O", "O", "O", "N", "C", "C", "C", "C", "C", "C", "C", "C", "C", "C", "C", "C", "C", "C", "C", "C", "C", "C", "C", "C", "C", "C", "C", "C", "C", "C", "C", "C", "C", "C", "C", "C", "H", "H", "H", "H", "H", "H", "H", "H", "H", "H", "H", "H", "H", "H", "H", "H", "H", "H", "H", "H", "H", "H", "H", "H", "H", "H", "H", "H", "H", "H", "H", "H", "H", "H", "H", "H", "H", "H", "H", "H"],
  "coordinates": [[-0.0762, -0.8855, -0.0717], [2.5849, -6.2883, 0.4529], [2.0612, -3.4432, -0.0659], [1.0591, -0.9740, 4.5088], [-1.6266, 0.9269, -0.0922], [3.8909, 2.1399, -4.3101], [1.3362, 0.0375, -0.9378], [-0.0275, -2.2302, -1.7666], [1.3955, -0.7289, 1.9526], [-4.1673, -0.1831, 0.7203], [4.2134, 1.5553, 2.5972], [1.3753, -0.4244, -4.5549], [0.6327, -1.3215, 2.8082], [4.1689, 1.5744, 3.9928], [0.0678, -1.7337, -2.8928], [-0.4894, -2.1599, 2.4463], [-0.9494, -2.1121, 1.1097], [1.0069, -0.6841, -3.2202], [-1.6510, 1.4752, 2.7367], [-2.3690, 3.3818, 1.3181], [2.3426, 0.0505, 3.9471], [3.2372, 0.8143, 4.6814], [-2.0470, -3.9095, 3.0170], [-0.8850, -2.2620, -3.9466], [2.3647, 0.0394, 2.5378], [-3.4688, -0.5344, -1.6435], [3.3276, 0.7900, 1.8629], [-2.4648, -3.9353, 1.6885], [-1.1249, 1.9686, -1.6285], [3.2902, -4.6708, 0.2960], [-1.4268, 2.1740, 1.3923], [2.3239, 0.4992, -4.9001], [-4.3298, 1.6716, -0.9308], [-3.4858, 0.4709, -0.4858], [2.9414, 1.2547, -3.8882], [1.6143, 0.1088, -2.1835], [2.5760, 1.0835, -2.5785], [4.6231, 2.8034, -3.3028], [-1.9425, -3.0347, 0.7717], [0.0167, 2.6845, 1.3441], [-1.0644, -3.0197, 3.3937], [-1.3135, -3.1920, -3.5797], [3.9876, 3.4736, -2.7168], [4.9554, 2.1551, 2.0846], [0.7251, 1.8559, 1.3076], [-4.2676, 0.5237, 1.5476], [3.1996, 0.8191, 5.7636], [-3.5982, -1.0439, 1.0735], [5.1021, 2.0893, -2.6268], [4.8633, 2.1949, 4.5455], [3.3433, 0.7517, 0.7809], [-1.6893, -1.5367, -4.0870], [3.7651, -4.4245, 1.2378], [-2.6712, 1.0969, 2.8250], [-1.6500, 2.9270, -1.7078], [-5.1766, -0.5227, 0.4506], [5.3865, 3.3885, -3.8114], [-2.3504, 3.8527, 0.3320], [0.1835, 3.3078, 0.4619], [0.2368, 3.2882, 2.2341], [-3.1057, -0.0631, -2.5611], [-5.3425, 1.3380, -1.1959], [-2.3013, -3.0727, -0.2511], [-0.0539, 2.1734, -1.6008], [-4.4206, 2.4180, -0.1414], [2.6260, 0.6506, -5.9280], [-2.0719, 4.1351, 2.0602], [0.9266, -1.0063, -5.3494], [4.0027, -4.6998, -0.5190], [-4.4815, -0.9121, -1.8340], [-1.3106, 1.4062, -2.5480], [3.0052, 1.6659, -1.7747], [-3.3979, 3.0900, 1.5398], [-0.4075, -2.4353, -4.9097], [-0.9716, 0.6323, 2.8557], [-3.2013, -4.6662, 1.3714], [-2.8184, -1.3828, -1.4213], [-0.7061, -2.9933, 4.4187], [-1.4776, 2.1775, 3.5628], [-2.4810, -4.5861, 3.7433], [-3.8968, 2.1569, -1.8087]],
  "mulliken_spin": [0.29, 0.00, 0.02, 0.00, 0.24, 0.00, 0.01, 0.04, 0.01, 0.02, 0.00, 0.00, -0.02, 0.00, -0.02, 0.00, 0.13, 0.01, 0.03, 0.01, 0.00, 0.00, 0.01, 0.00, 0.00, 0.04, 0.00, 0.00, 0.07, 0.00, 0.03, 0.00, 0.01, 0.03, 0.00, 0.00, 0.01, 0.00, 0.03, 0.01, 0.00, 0.00, 0.00, 0.00, -0.01, 0.00, 0.00, -0.01, 0.00, 0.00, 0.00, 0.00, 0.00, 0.00, 0.00, 0.00, 0.00, 0.00, 0.00, 0.00, 0.00, 0.00, 0.01, -0.02, 0.00, 0.00, 0.00, 0.00, 0.00, 0.00, -0.01, 0.00, 0.00, 0.00, -0.01, 0.00, -0.01, 0.00, 0.00, 0.00, 0.00],
  "multiplicity": 2,
  "de_lowest_kj_mol": 7.18,
  "s_squared": 0.76,
  "charge": -1,
  "lumo_ev": [2.458, 2.457]
}



What is the formula in the second record?
C32H40Cl2CuNO3SSi